The following is a DFT calculation (the ωB97M-V functional and the def2-TZVPD basis) of a structure of composition C6H7LiO6Sn at a distorted geometry.

For the HOMO-LUMO gap (alpha / beta), the calculation gives 5.63 / 9.48 eV. The total energy comes out at -905.82094 hartree. The energy above the lowest of the compared OMol25 structures with the same formula, charge and spin comes out at 0.0000 eV. Its multiplicity is 2. The charge is +1. As for the HOMO energy (alpha / beta): -9.94 / -13.87 eV. The value obtained for the LUMO energy (alpha / beta) is -4.312 / -4.383 eV.

Positions of all 21 atoms, in Å:
Sn1 4.98 1.33 0.66
O1 2.24 -0.68 -0.68
C1 1.11 -0.79 0.07
H1 -1.43 0.02 1.08
H2 -0.25 -0.93 -1.61
C2 3.23 0.11 -0.22
H3 -4.86 1.71 -1.49
C3 -0.40 -1.02 -0.52
H4 1.92 -2.04 1.51
O2 -3.26 1.95 0.23
O3 2.97 1.08 0.55
C4 0.98 -1.61 1.13
O4 -2.54 0.01 -0.67
C5 -1.28 0.10 0.00
H5 -0.85 1.09 -0.18
H6 0.17 -1.66 1.85
O5 4.39 -0.20 -0.52
O6 -4.20 1.02 -1.60
H7 -0.92 -1.98 -0.42
Li1 1.34 1.41 1.40
C6 -3.34 1.06 -0.59

Atomic partial charges in e from the Mulliken method, atoms 1 to 8: 0.29 -0.26 0.31 0.36 0.33 0.79 0.38 -0.64

The following is a DFT calculation (the ωB97M-V functional and the def2-TZVPD basis) of a cluster of 2 separate species, C6H7N in total at a distorted geometry.

For the HOMO-LUMO gap (alpha / beta), the calculation gives 7.62 / 8.08 eV. The total energy comes out at -287.29758 hartree. The energy above the lowest of the compared OMol25 structures with the same formula, charge and spin comes out at 7.8820 eV. Its multiplicity is 1. The charge is 0. As for the HOMO energy (alpha / beta): -8.64 / -8.41 eV. The value obtained for the LUMO energy (alpha / beta) is -1.024 / -0.330 eV.

Positions of all 14 atoms, in Å:
C1 -1.29 -0.74 1.01
H1 -0.20 -2.54 -1.15
H2 2.10 1.21 0.42
H3 0.49 1.92 -0.20
N1 -0.94 0.17 -2.54
C2 -0.48 -0.46 -1.57
C3 0.95 1.27 0.50
H4 0.54 1.18 1.52
C4 0.32 -1.59 -1.04
C5 -0.54 -0.58 -0.14
H5 -1.46 1.12 -2.43
H6 -2.44 -0.53 2.86
C6 -2.15 -0.75 1.89
H7 1.40 -1.60 -0.88

Atomic partial charges in e from the Mulliken method, atoms 1 to 8: -0.15 0.27 0.24 0.30 -0.70 0.39 -0.82 0.33

The following is a DFT calculation (the ωB97M-V functional and the def2-TZVPD basis) of a structure of composition C6H7N at a distorted geometry.

For the HOMO-LUMO gap, the calculation gives 8.11 eV. The total energy comes out at -287.35191 hartree. The energy above the lowest of the compared OMol25 structures with the same formula, charge and spin comes out at 6.4034 eV. Its multiplicity is 1. The charge is 0. As for the HOMO energy: -8.69 eV. The value obtained for the LUMO energy is -0.585 eV.

Positions of all 14 atoms, in Å:
C1 1.52 0.91 0.38
H1 -1.81 0.85 -0.27
H2 1.30 2.06 2.38
C2 0.12 0.89 -0.06
H3 -1.94 -1.27 -1.33
H4 -1.37 -0.49 -2.67
N1 2.64 1.09 -0.17
C3 -0.91 0.40 -0.83
C4 0.91 1.22 1.71
H5 -0.27 -1.33 -1.81
C5 -1.14 -0.78 -1.68
H6 0.87 0.25 2.21
C6 -0.38 1.53 1.06
H7 3.43 1.19 0.45

Atomic partial charges in e from the Mulliken method, atoms 1 to 8: 0.08 0.43 0.29 0.72 0.37 0.35 -0.70 -0.09

The following is a DFT calculation (the ωB97M-V functional and the def2-TZVPD basis) of a cluster of 2 separate species, C6H7N in total at a distorted geometry.

For the HOMO-LUMO gap (alpha / beta), the calculation gives 8.16 / 6.53 eV. The total energy comes out at -287.26928 hartree. The energy above the lowest of the compared OMol25 structures with the same formula, charge and spin comes out at 8.6521 eV. Its multiplicity is 1. The charge is 0. As for the HOMO energy (alpha / beta): -9.81 / -8.86 eV. The value obtained for the LUMO energy (alpha / beta) is -1.648 / -2.330 eV.

Positions of all 14 atoms, in Å:
H1 2.02 1.76 -0.37
C1 0.98 1.51 -0.62
H2 0.88 1.47 -1.70
H3 -4.42 -0.08 0.12
C2 -3.37 -0.05 -0.01
C3 0.63 0.23 0.00
H4 1.77 -0.24 1.85
H5 0.35 2.30 -0.22
C4 -2.20 -0.06 -0.26
H6 0.02 -0.64 1.96
N1 0.94 -2.28 -0.53
H7 0.72 -2.34 -1.52
C5 0.83 -1.15 -0.01
C6 0.85 -0.44 1.30

Atomic partial charges in e from the Mulliken method, atoms 1 to 8: 0.36 -1.09 0.30 0.39 -0.23 0.56 0.26 0.33

The following is a DFT calculation (the ωB97M-V functional and the def2-TZVPD basis) of a cluster of 2 separate species, C6H7N in total at a distorted geometry.

For the HOMO-LUMO gap, the calculation gives 9.36 eV. The total energy comes out at -287.50899 hartree. The energy above the lowest of the compared OMol25 structures with the same formula, charge and spin comes out at 2.1292 eV. Its multiplicity is 1. The charge is 0. As for the HOMO energy: -9.20 eV. The value obtained for the LUMO energy is 0.161 eV.

Positions of all 14 atoms, in Å:
C1 -0.28 -1.55 -0.27
H1 -1.86 -0.20 0.32
H2 2.00 0.87 -0.25
H3 -0.67 -2.56 -0.19
H4 -1.74 -0.42 -1.43
N1 -0.75 3.28 -0.81
H5 0.73 0.03 2.58
C2 1.09 0.29 -0.33
H6 1.85 -1.81 0.01
H7 0.39 0.63 2.29
C3 -0.48 2.16 -0.70
C4 1.00 -1.17 -0.17
C5 -0.15 0.78 -0.54
C6 -1.15 -0.34 -0.51

Atomic partial charges in e from the Mulliken method, atoms 1 to 8: -0.53 0.30 0.41 0.42 0.33 -0.47 0.11 -0.47

The following is a DFT calculation (the ωB97M-V functional and the def2-TZVPD basis) of a structure of composition C6H7N at a distorted geometry.

For the HOMO-LUMO gap (alpha / beta), the calculation gives 6.95 / 8.64 eV. The total energy comes out at -287.27579 hartree. The energy above the lowest of the compared OMol25 structures with the same formula, charge and spin comes out at 8.4749 eV. Its multiplicity is 1. The charge is 0. As for the HOMO energy (alpha / beta): -7.62 / -8.21 eV. The value obtained for the LUMO energy (alpha / beta) is -0.674 / 0.434 eV.

Positions of all 14 atoms, in Å:
H1 0.22 -1.71 1.31
H2 1.34 0.90 0.26
N1 -1.15 1.19 2.07
H3 2.64 -0.42 0.58
C1 0.90 -0.39 2.90
C2 -0.07 0.32 2.37
H4 -2.58 0.08 -0.79
C3 1.58 -0.20 0.44
C4 0.71 -0.73 1.46
H5 -1.16 0.86 -1.14
C5 -1.43 0.76 0.92
H6 1.34 -0.54 -0.49
H7 -2.60 1.73 -0.50
C6 -2.02 0.81 -0.41

Atomic partial charges in e from the Mulliken method, atoms 1 to 8: 0.36 0.26 -0.58 0.31 -0.55 0.61 0.37 -1.13

The following is a DFT calculation (the ωB97M-V functional and the def2-TZVPD basis) of an isolated molecule of C6H7N at a distorted geometry.

For the HOMO-LUMO gap (alpha / beta), the calculation gives 7.60 / 7.60 eV. The total energy comes out at -287.40685 hartree. The energy above the lowest of the compared OMol25 structures with the same formula, charge and spin comes out at 4.9086 eV. Its multiplicity is 1. The charge is 0. As for the HOMO energy (alpha / beta): -8.28 / -8.27 eV. The value obtained for the LUMO energy (alpha / beta) is -0.675 / -0.675 eV.

Positions of all 14 atoms, in Å:
H1 -1.84 -2.57 0.14
C1 -0.76 -0.24 -0.51
H2 -0.63 2.28 -0.03
C2 1.53 -0.23 0.09
H3 -1.80 -0.07 -0.01
N1 -0.87 -2.66 -0.07
C3 1.28 -1.52 -0.55
C4 -0.17 -1.65 -0.33
H4 1.10 2.45 0.44
C5 0.22 1.90 0.50
H5 2.58 0.19 0.31
H6 -0.03 1.65 1.54
H7 -1.01 -0.08 -1.50
C6 0.37 0.53 -0.01

Atomic partial charges in e from the Mulliken method, atoms 1 to 8: 0.23 -0.52 0.35 -0.32 0.29 -0.74 -0.57 0.71

The following is a DFT calculation (the ωB97M-V functional and the def2-TZVPD basis) of an isolated molecule of C6H7N at a distorted geometry.

For the HOMO-LUMO gap, the calculation gives 9.39 eV. The total energy comes out at -287.51091 hartree. The energy above the lowest of the compared OMol25 structures with the same formula, charge and spin comes out at 2.0770 eV. Its multiplicity is 1. The charge is 0. As for the HOMO energy: -8.50 eV. The value obtained for the LUMO energy is 0.887 eV.

Positions of all 14 atoms, in Å:
H1 -0.28 1.59 -1.99
C1 -0.91 -0.33 -1.35
H2 0.17 1.67 2.04
H3 1.28 1.90 -0.04
H4 1.71 0.00 1.53
C2 -0.70 -1.42 -0.41
C3 -0.26 0.86 -1.19
H5 -1.46 -0.58 -2.26
H6 0.46 -2.16 1.25
N1 -0.21 1.04 1.35
C4 0.74 -0.02 1.01
C5 0.16 -1.33 0.61
H7 -1.19 -2.36 -0.62
C6 0.49 1.13 0.08

Atomic partial charges in e from the Mulliken method, atoms 1 to 8: 0.34 -0.32 0.25 0.39 0.41 -0.27 -0.58 0.33

The following is a DFT calculation (the ωB97M-V functional and the def2-TZVPD basis) of an isolated molecule of C6H7N at a distorted geometry.

For the HOMO-LUMO gap, the calculation gives 9.53 eV. The total energy comes out at -287.33862 hartree. The energy above the lowest of the compared OMol25 structures with the same formula, charge and spin comes out at 6.7653 eV. Its multiplicity is 1. The charge is 0. As for the HOMO energy: -8.35 eV. The value obtained for the LUMO energy is 1.182 eV.

Positions of all 14 atoms, in Å:
C1 -1.56 0.60 -0.02
C2 -0.66 -0.13 -0.99
H1 2.28 0.95 -0.86
H2 -0.72 -0.32 -2.05
C3 -1.33 -0.86 0.13
C4 1.99 0.14 -0.19
H3 -0.35 0.37 1.92
C5 0.52 0.10 0.00
C6 -0.36 0.92 0.91
H4 -2.02 -1.69 0.18
N1 -0.11 -0.78 0.99
H5 2.34 -0.81 -0.60
H6 2.48 0.30 0.78
H7 -2.49 1.14 -0.21

Atomic partial charges in e from the Mulliken method, atoms 1 to 8: -0.29 -0.53 0.30 0.43 -0.28 -1.26 0.34 1.04

The following is a DFT calculation (the ωB97M-V functional and the def2-TZVPD basis) of an isolated molecule of C6H7N at a distorted geometry.

For the HOMO-LUMO gap, the calculation gives 9.16 eV. The total energy comes out at -287.48865 hartree. The energy above the lowest of the compared OMol25 structures with the same formula, charge and spin comes out at 2.6827 eV. Its multiplicity is 1. The charge is 0. As for the HOMO energy: -8.16 eV. The value obtained for the LUMO energy is 1.002 eV.

Positions of all 14 atoms, in Å:
C1 1.64 -0.59 0.26
H1 1.81 -2.19 -1.19
H2 0.56 1.56 -1.25
H3 -0.88 -1.19 1.73
C2 -1.86 0.45 0.67
H4 -2.90 0.62 0.94
N1 -1.42 1.15 -0.46
C3 -0.11 0.95 -0.66
C4 2.27 -1.35 -0.67
C5 0.23 -0.22 0.00
H5 1.93 -0.43 1.30
H6 3.33 -1.30 -0.94
H7 -1.86 2.02 -0.75
C6 -0.86 -0.44 0.96

Atomic partial charges in e from the Mulliken method, atoms 1 to 8: -0.41 0.25 0.38 0.39 -0.61 0.39 -0.05 -0.41

The following is a DFT calculation (the ωB97M-V functional and the def2-TZVPD basis) of an isolated molecule of C6H7N at a distorted geometry.

For the HOMO-LUMO gap, the calculation gives 9.00 eV. The total energy comes out at -287.52862 hartree. The energy above the lowest of the compared OMol25 structures with the same formula, charge and spin comes out at 1.5949 eV. Its multiplicity is 1. The charge is 0. As for the HOMO energy: -8.01 eV. The value obtained for the LUMO energy is 0.992 eV.

Positions of all 14 atoms, in Å:
C1 -0.99 -1.35 0.82
H1 1.90 1.41 -1.86
H2 -1.41 -2.15 -1.15
C2 0.53 0.60 -0.44
H3 -1.54 -2.12 1.35
C3 -0.90 -1.33 -0.58
H4 -0.97 -0.07 2.65
C4 -0.78 -0.15 1.57
H5 0.38 1.76 1.42
C5 0.19 -0.50 -1.08
H6 1.67 2.42 -0.59
C6 -0.04 0.85 0.86
H7 0.72 -1.02 -1.88
N1 1.24 1.66 -1.09

Atomic partial charges in e from the Mulliken method, atoms 1 to 8: -0.43 0.22 0.30 0.71 0.34 -0.55 0.34 -0.34

The following is a DFT calculation (the ωB97M-V functional and the def2-TZVPD basis) of an isolated molecule of C6H7N at a distorted geometry.

For the HOMO-LUMO gap, the calculation gives 9.65 eV. The total energy comes out at -287.42664 hartree. The energy above the lowest of the compared OMol25 structures with the same formula, charge and spin comes out at 4.3700 eV. Its multiplicity is 1. The charge is 0. As for the HOMO energy: -8.69 eV. The value obtained for the LUMO energy is 0.963 eV.

Positions of all 14 atoms, in Å:
H1 -0.78 1.87 -2.14
N1 0.70 -0.12 0.36
C1 -0.75 2.11 -1.05
C2 -1.42 1.37 -0.20
C3 2.29 -1.89 -0.33
H2 -0.81 -1.42 1.05
H3 2.04 -2.41 -1.21
C4 -1.74 0.61 0.81
H4 -2.76 0.57 1.17
H5 -0.37 3.07 -0.76
C5 -0.55 -0.31 1.23
H6 -0.16 -0.24 2.36
H7 3.25 -1.94 0.14
C6 1.38 -1.05 -0.02

Atomic partial charges in e from the Mulliken method, atoms 1 to 8: 0.22 -0.25 -0.56 0.23 -1.08 0.27 0.23 -0.56

The following is a DFT calculation (the ωB97M-V functional and the def2-TZVPD basis) of a structure of composition C6H7N at a distorted geometry.

For the HOMO-LUMO gap, the calculation gives 9.06 eV. The total energy comes out at -287.40206 hartree. The energy above the lowest of the compared OMol25 structures with the same formula, charge and spin comes out at 5.0389 eV. Its multiplicity is 1. The charge is 0. As for the HOMO energy: -8.49 eV. The value obtained for the LUMO energy is 0.572 eV.

Positions of all 14 atoms, in Å:
H1 -0.55 2.13 -0.59
C1 2.32 -1.05 0.56
H2 -0.30 -1.70 -1.01
H3 -1.20 1.48 0.92
H4 3.22 -1.15 -0.08
C2 0.15 0.19 -0.11
H5 0.47 2.08 0.86
C3 1.33 -0.32 0.14
C4 -2.04 -0.92 -0.14
H6 -0.99 -0.29 -1.84
N1 -3.02 -1.03 0.45
C5 -0.78 -0.73 -0.86
C6 -0.30 1.55 0.30
H7 1.69 -0.25 1.40

Atomic partial charges in e from the Mulliken method, atoms 1 to 8: 0.31 -0.85 0.32 0.37 0.25 0.47 0.37 0.04

The following is a DFT calculation (the ωB97M-V functional and the def2-TZVPD basis) of a structure of composition C6H7N2NiO11P2 at a distorted geometry.

For the HOMO-LUMO gap (alpha / beta), the calculation gives 9.67 / 9.77 eV. The total energy comes out at -3361.55325 hartree. The energy above the lowest of the compared OMol25 structures with the same formula, charge and spin comes out at 0.0000 eV. Its multiplicity is 3. The charge is -1. As for the HOMO energy (alpha / beta): -7.11 / -7.21 eV. The value obtained for the LUMO energy (alpha / beta) is 2.563 / 2.559 eV.

Positions of all 29 atoms, in Å:
Ni1 0.41 -1.44 0.27
O1 -0.56 -1.79 4.47
O2 3.50 2.36 -2.50
C1 -1.96 1.49 -0.20
H1 3.60 1.48 -2.01
O3 -1.57 -0.38 2.59
O4 -2.42 -4.25 0.54
H2 -2.09 2.27 0.55
P1 -1.36 -3.08 0.71
O5 1.92 3.88 -2.92
C2 -0.57 1.45 -0.67
N1 0.03 2.41 -1.41
H3 -3.30 -3.92 0.64
O6 -1.73 -1.80 0.01
O7 0.01 -3.54 0.31
H4 -0.35 3.28 -1.75
C3 2.59 -0.17 -0.99
O8 3.63 0.18 -1.56
O9 2.32 -1.26 -0.44
C4 1.46 0.80 -1.03
H5 -2.64 1.70 -1.02
H6 -1.32 0.36 3.11
O10 -1.42 -2.82 2.30
O11 0.70 -1.45 2.24
C5 1.33 2.02 -1.64
C6 2.28 2.84 -2.42
P2 -0.58 -1.61 3.02
H7 -2.21 0.52 0.24
N2 0.29 0.47 -0.43

Atomic partial charges in e from the Mulliken method, atoms 1 to 8: -0.01 -0.76 -0.59 -1.17 0.49 -0.38 -0.55 0.28

The following is a DFT calculation (the ωB97M-V functional and the def2-TZVPD basis) of the ion C6H7N2O4S with charge -1 at a distorted geometry.

For the HOMO-LUMO gap, the calculation gives 6.18 eV. The total energy comes out at -1041.48620 hartree. The energy above the lowest of the compared OMol25 structures with the same formula, charge and spin comes out at 0.8955 eV. Its multiplicity is 1. The charge is -1. As for the HOMO energy: -2.94 eV. The value obtained for the LUMO energy is 3.243 eV.

Positions of all 20 atoms, in Å:
H1 3.01 0.24 -1.52
C1 0.56 -0.59 0.11
H2 3.61 -2.19 -0.26
C2 2.79 -1.43 -0.15
O1 -4.00 -0.51 1.12
C3 -0.82 -0.85 0.16
H3 4.12 0.21 -0.04
C4 3.14 0.13 -0.44
O2 -1.43 -1.82 -0.26
C5 2.13 1.04 0.06
O3 -3.61 0.09 -1.21
H4 2.32 2.06 0.25
C6 1.52 -1.64 -0.04
H5 -3.67 2.29 -0.36
N1 -3.64 1.84 0.52
S1 -3.28 0.28 0.17
N2 0.92 0.74 0.34
H6 0.96 -2.55 0.00
O4 -1.71 0.36 0.53
H7 -2.92 2.29 1.03

Atomic partial charges in e from the Mulliken method, atoms 1 to 8: 0.19 0.44 0.31 -0.71 -0.63 0.19 0.42 -0.65